This record from the OMol25 dataset describes C42H41BF10GaN4O2P2Si as an isolated structure. The level of theory is ωB97M-V/def2-TZVPD.

```
104
Properties=species:S:1:pos:R:3:lowdin_charge:R:1
Ga 0.145 0.061 0.260 0.57
C 2.238 -0.489 3.866 -0.16
Si 0.859 0.608 3.272 0.40
C 1.508 2.124 2.351 -0.18
C -0.160 1.166 4.731 -0.16
N -0.084 -0.295 2.086 -0.14
C -0.849 -1.422 2.444 -0.28
C -0.973 -1.915 3.751 -0.03
C -1.751 -3.029 4.037 -0.07
C -2.441 -3.703 3.040 -0.07
C -2.353 -3.242 1.732 0.00
C -1.578 -2.137 1.496 -0.22
F -1.498 -1.667 0.202 0.00
H 2.898 0.020 4.579 0.05
H 2.838 -0.849 3.028 0.01
H 1.826 -1.369 4.372 0.04
H 1.209 3.048 2.855 0.04
H 1.139 2.201 1.322 -0.02
H 2.600 2.112 2.295 0.02
H 0.088 2.201 4.988 0.04
H 0.052 0.553 5.612 0.04
H -1.236 1.117 4.542 0.03
H -0.453 -1.415 4.560 0.08
H -1.816 -3.374 5.061 0.11
H -3.038 -4.575 3.269 0.11
H -2.873 -3.722 0.911 0.13
O -0.692 0.834 -2.471 0.10
B 0.020 -0.143 -1.786 -0.62
O 0.382 -1.185 -2.612 0.15
C -0.069 -0.820 -3.872 -0.19
C 0.078 -1.498 -5.059 0.02
C -0.454 -0.879 -6.189 -0.06
C -1.099 0.354 -6.108 -0.06
C -1.242 1.024 -4.894 0.02
C -0.709 0.400 -3.792 -0.19
H 0.571 -2.460 -5.108 0.13
H -0.364 -1.368 -7.152 0.11
H -1.498 0.804 -7.008 0.11
H -1.744 1.980 -4.822 0.13
C -3.400 4.262 1.214 -0.17
N -3.572 3.004 1.948 -0.14
C -4.660 2.241 1.330 -0.17
N -4.459 1.995 -0.101 -0.14
C -4.266 3.279 -0.779 -0.17
N -3.168 4.073 -0.222 -0.14
C -1.869 3.466 -0.491 -0.28
P -1.750 1.783 0.290 1.04
C -2.334 2.232 1.994 -0.29
C -3.351 1.079 -0.348 -0.27
H -2.564 4.817 1.642 0.13
H -4.307 4.853 1.335 0.13
H -5.582 2.808 1.449 0.13
H -4.768 1.287 1.847 0.13
H -5.185 3.856 -0.681 0.13
H -4.079 3.102 -1.839 0.13
H -1.073 4.098 -0.096 0.10
H -1.713 3.366 -1.566 0.09
H -1.556 2.805 2.502 0.09
H -2.488 1.311 2.559 0.09
H -3.538 0.123 0.144 0.09
H -3.249 0.890 -1.417 0.10
F 9.065 1.956 2.200 0.15
C 8.832 0.720 1.730 -0.59
F 9.091 -0.139 2.727 0.15
F 9.708 0.485 0.746 0.15
C 7.409 0.586 1.258 -0.10
C 7.122 0.366 -0.081 0.02
C 5.803 0.256 -0.492 -0.05
C 4.770 0.352 0.434 -0.32
C 5.069 0.595 1.773 -0.07
C 6.389 0.710 2.187 0.01
P 3.022 0.183 -0.085 1.10
C 2.955 1.297 -1.539 -0.35
C 3.028 2.659 -1.233 -0.07
C 2.862 3.617 -2.220 0.01
C 2.610 3.218 -3.527 -0.10
C 2.557 1.874 -3.850 0.02
C 2.732 0.916 -2.860 -0.07
C 2.344 4.237 -4.601 -0.59
F 2.922 3.893 -5.761 0.15
F 2.788 5.453 -4.262 0.15
F 1.021 4.342 -4.836 0.14
C 2.945 -1.542 -0.681 -0.35
C 3.596 -2.058 -1.798 -0.06
C 3.458 -3.394 -2.135 0.02
C 2.675 -4.229 -1.350 -0.10
C 2.042 -3.742 -0.219 0.02
C 2.183 -2.403 0.112 -0.10
C 2.476 -5.671 -1.738 -0.59
F 3.445 -6.109 -2.551 0.15
F 1.306 -5.831 -2.383 0.15
F 2.446 -6.469 -0.662 0.15
H 7.925 0.287 -0.801 0.13
H 5.591 0.118 -1.546 0.11
H 4.275 0.701 2.499 0.07
H 6.623 0.899 3.228 0.13
H 3.217 2.976 -0.211 0.11
H 2.921 4.670 -1.977 0.13
H 2.377 1.568 -4.875 0.14
H 2.685 -0.126 -3.132 0.10
H 4.211 -1.424 -2.425 0.10
H 3.961 -3.790 -3.007 0.13
H 1.447 -4.402 0.400 0.13
H 1.706 -2.031 1.015 0.08
```

Results
E = -160958.241 eV
Multiplicity = 1
Energy relative to the best compared isomer or geometry (same formula, charge and spin) = 1.1630 eV
Net charge = +1
LUMO level = -0.1086 Ha
HOMO level = -0.3966 hartree

This record from the OMol25 dataset describes C42H41CaNO2P2S2 as an isolated structure in a non-equilibrium geometry. The level of theory is ωB97M-V/def2-TZVPD.

```
91
Properties=species:S:1:pos:R:3:lowdin_charge:R:1
Ca 0.527 -1.943 -0.235 1.34
C 2.391 -0.102 -3.780 -0.10
C 2.043 1.101 -3.292 -0.12
C 1.064 1.985 -3.986 -0.18
C -0.195 1.235 -4.553 -0.17
C -0.684 0.024 -3.834 -0.11
C -0.270 -1.214 -4.181 -0.12
C 0.779 -1.501 -5.202 -0.18
C 1.977 -0.555 -5.155 -0.19
C -1.596 -0.402 1.752 -0.21
H 3.163 -0.705 -3.288 0.10
H 2.627 1.608 -2.517 0.10
H 1.545 2.479 -4.853 0.12
H 0.711 2.805 -3.338 0.08
H -1.011 1.960 -4.606 0.11
H 0.019 1.021 -5.609 0.10
H -1.613 0.186 -3.276 0.07
H -0.881 -2.088 -4.022 0.06
H 0.354 -1.402 -6.218 0.13
H 1.110 -2.543 -5.119 0.11
H 2.829 -1.056 -5.603 0.11
H 1.778 0.307 -5.795 0.10
H -0.854 -1.209 1.861 -0.02
H -2.393 -0.668 2.439 0.07
H -1.148 0.551 2.017 0.04
P 1.026 1.314 0.499 0.90
P -2.366 -0.368 0.145 0.91
C -0.261 1.409 -0.822 -0.34
C -1.515 0.838 -0.895 -0.30
C 1.507 3.048 0.739 -0.38
C 1.732 3.903 -0.343 -0.09
C 2.122 5.225 -0.095 -0.07
C 2.238 5.660 1.232 -0.09
C 1.994 4.809 2.316 -0.08
C 1.635 3.482 2.073 -0.09
C 2.503 0.628 -0.342 -0.47
C 2.378 -0.602 -1.059 -0.36
C 3.394 -1.568 -1.024 -0.12
C 4.697 -1.092 -0.755 -0.07
C 4.875 0.242 -0.372 -0.07
C 3.814 1.102 -0.098 -0.11
C -4.115 -0.004 0.255 -0.31
C -4.503 1.219 0.835 -0.08
C -5.853 1.562 0.883 -0.08
C -6.796 0.686 0.321 -0.08
C -6.424 -0.572 -0.180 -0.08
C -5.074 -0.915 -0.228 -0.07
C -2.021 -2.080 -0.408 -0.49
C -1.864 -3.173 0.493 -0.18
C -1.585 -4.440 -0.023 -0.12
C -1.462 -4.640 -1.385 -0.16
C -1.534 -3.570 -2.266 -0.13
C -1.825 -2.289 -1.775 -0.21
H -0.025 2.202 -1.560 0.03
H -2.169 1.203 -1.711 0.07
H 1.565 3.549 -1.362 0.08
H 2.325 5.877 -0.944 0.10
H 2.519 6.697 1.409 0.10
H 2.087 5.165 3.342 0.10
H 1.457 2.778 2.887 0.08
H 1.525 -0.737 -1.755 0.05
H 3.234 -2.591 -1.384 0.12
H 5.533 -1.752 -0.896 0.10
H 5.894 0.584 -0.163 0.11
H 3.999 2.096 0.309 0.12
H -3.738 1.879 1.243 0.11
H -6.149 2.485 1.379 0.11
H -7.843 0.983 0.308 0.10
H -7.188 -1.284 -0.510 0.11
H -4.768 -1.889 -0.619 0.11
H -2.054 -3.065 1.564 0.09
H -1.520 -5.299 0.649 0.12
H -1.327 -5.635 -1.818 0.09
H -1.399 -3.728 -3.329 0.09
H -1.925 -1.432 -2.432 0.06
O 0.622 -4.173 4.472 -0.31
S -0.081 -2.927 4.249 0.66
O -1.513 -2.924 4.046 -0.33
N 0.666 -2.049 2.996 -0.19
C 1.366 -1.003 3.494 -0.82
S 2.332 -0.179 2.403 0.71
C 1.200 -0.742 4.932 -0.22
C 1.638 0.324 5.747 -0.02
C 1.181 0.419 7.075 -0.07
C 0.314 -0.567 7.586 -0.07
C -0.105 -1.645 6.787 -0.04
C 0.360 -1.710 5.478 -0.22
H 2.327 1.071 5.331 0.11
H 1.502 1.243 7.720 0.10
H -0.046 -0.502 8.618 0.10
H -0.787 -2.412 7.132 0.12
```

Results
E = -108483.246 eV
Multiplicity = 1
Energy relative to the best compared isomer or geometry (same formula, charge and spin) = 1.4385 eV
LUMO level (spin up / spin down) = -0.0036 / -0.0035 Ha
HOMO level (spin up / spin down) = -0.1447 / -0.1447 hartree

This record from the OMol25 dataset describes C42H41N6O3P2S5Sr as an isolated structure in a non-equilibrium geometry. The level of theory is ωB97M-V/def2-TZVPD.

```
100
Properties=species:S:1:pos:R:3:lowdin_charge:R:1
Sr -0.954 -0.680 -2.482 1.03
C -3.740 0.499 -6.077 -0.42
S -3.099 2.008 -5.325 0.78
C -1.952 1.368 -4.147 -1.09
S -0.508 0.723 -4.948 0.51
N -2.155 1.781 -2.899 -0.14
N -1.465 1.597 -1.822 -0.20
C -2.028 2.361 -0.807 -0.14
C -1.638 2.465 0.497 -0.30
C -2.426 3.339 1.363 -0.05
C -2.260 3.364 2.698 -0.10
C -1.301 2.492 3.309 -0.09
C -0.491 1.778 2.503 -0.17
N -0.537 1.875 1.135 -0.17
H -4.525 0.828 -6.759 0.03
H -4.164 -0.174 -5.349 0.02
H -2.969 -0.025 -6.646 0.03
H -2.895 2.939 -1.127 0.12
H -3.177 3.940 0.877 0.11
H -2.881 4.007 3.308 0.10
H -1.239 2.360 4.377 0.10
H 0.216 1.049 2.865 0.09
C 3.478 -1.800 5.680 -0.44
S 2.675 -3.408 5.569 0.77
C 2.141 -3.389 3.840 -0.53
C 1.257 -2.223 3.448 -0.28
C 0.592 -2.451 2.086 -0.41
N -0.320 -1.369 1.803 -0.30
P 0.767 1.224 0.188 1.10
C 2.114 0.855 1.354 -0.38
C 2.887 -0.236 0.996 -0.13
C 4.081 -0.508 1.657 -0.08
C 4.499 0.313 2.690 -0.10
C 3.729 1.411 3.052 -0.08
C 2.557 1.690 2.379 -0.09
C 1.560 2.824 -0.324 -0.32
C 0.991 4.076 -0.136 -0.07
C 1.661 5.226 -0.524 -0.08
C 2.916 5.145 -1.098 -0.10
C 3.501 3.902 -1.274 -0.09
C 2.828 2.759 -0.888 -0.14
P -1.293 -1.615 0.521 0.82
C -2.743 -0.567 0.876 -0.36
C -3.677 -0.336 -0.113 -0.12
C -4.833 0.379 0.157 -0.08
C -5.055 0.870 1.437 -0.10
C -4.123 0.635 2.429 -0.10
C -2.977 -0.083 2.152 -0.10
C -2.184 -3.207 0.852 -0.34
C -2.742 -3.939 -0.177 -0.10
C -3.455 -5.103 0.085 -0.09
C -3.593 -5.550 1.390 -0.11
C -3.021 -4.827 2.424 -0.10
C -2.325 -3.665 2.154 -0.11
H 4.035 -1.767 6.613 0.02
H 2.766 -0.978 5.670 0.03
H 4.184 -1.660 4.857 0.02
H 1.595 -4.327 3.708 0.07
H 3.023 -3.440 3.200 0.07
H 1.846 -1.301 3.407 0.08
H 0.476 -2.063 4.197 0.11
H 0.118 -3.451 2.115 0.08
H 1.399 -2.574 1.353 0.08
H 2.568 -0.886 0.187 0.09
H 4.670 -1.365 1.362 0.10
H 5.425 0.107 3.207 0.10
H 4.055 2.062 3.851 0.10
H 1.989 2.573 2.638 0.11
H 0.018 4.173 0.317 0.09
H 1.194 6.186 -0.367 0.10
H 3.439 6.042 -1.396 0.10
H 4.487 3.818 -1.703 0.10
H 3.318 1.802 -1.010 0.10
H -3.552 -0.714 -1.138 0.09
H -5.547 0.552 -0.630 0.10
H -5.950 1.435 1.655 0.09
H -4.287 1.018 3.424 0.10
H -2.237 -0.271 2.911 0.09
H -2.633 -3.630 -1.209 0.07
H -3.889 -5.654 -0.735 0.10
H -4.140 -6.459 1.600 0.09
H -3.120 -5.172 3.444 0.09
H -1.889 -3.086 2.955 0.10
O -2.738 -2.710 -5.694 -0.32
S -2.177 -2.385 -4.416 0.18
O -1.787 -3.441 -3.496 -0.39
O -2.851 -1.310 -3.674 -0.56
S -0.156 -1.524 -4.824 0.25
N 5.528 0.692 -6.937 0.16
C 4.804 0.555 -6.055 -0.18
C 3.907 0.391 -4.953 -0.21
C 3.133 1.459 -4.507 0.01
C 2.282 1.226 -3.437 -0.20
N 2.192 0.064 -2.804 0.05
C 2.938 -0.941 -3.239 -0.16
C 3.809 -0.850 -4.309 0.00
H 3.171 2.430 -4.974 0.13
H 1.650 2.024 -3.068 0.10
H 2.844 -1.875 -2.700 0.12
H 4.384 -1.706 -4.629 0.12
```

Results
E = -132893.165 eV
Multiplicity = 1
Energy relative to the best compared isomer or geometry (same formula, charge and spin) = 5.1060 eV
Net charge = -1
LUMO level = 0.0492 Ha
HOMO level = -0.1465 hartree

- Look up the multiplicity of the second one.
  1